Below is a structure of composition C5H7CsFO3, with properties calculated with ωB97M-V/def2-TZVPD.

* DFT total energy: -540.35301 Eh
* HOMO (alpha / beta): -7.53 / -7.55 eV

ORCA input file:
```
! RIJCOSX wB97M-V def2-TZVPD def2/J DEFGRID3
* xyz 0 2
Cs 1.0764 1.3233 0.7658
F -1.4172 -1.3561 -2.3162
O 0.0423 -1.5659 1.0842
O -1.5266 -2.9678 1.8415
O -0.7858 -3.2046 -0.2151
C 0.1229 -2.8411 -1.2348
C -0.1622 -1.5278 -1.8740
C -0.7572 -2.5370 0.9873
C 0.6126 4.5791 -1.6560
C -0.3333 3.7818 -2.1689
H 1.1616 -2.8299 -0.8717
H -1.3401 3.7429 -1.7422
H 0.4121 5.2167 -0.7904
H 0.5909 -1.0326 -2.4951
H 0.0426 -3.6429 -1.9885
H -0.1371 3.1812 -3.0605
H 1.6085 4.6396 -2.1036
*
```